[1]
Here is a molecular structure, C20H43CeCl5O2P2 from the Open Molecules 2025 dataset. Energies are from ωB97M-V with the def2-TZVPD basis set.

Values from the calculation:
highest occupied orbital energy (spin up / spin down)	-8.7 / -8.6	eV
LUMO energy (spin up / spin down)	-1.08 / 0.10	eV
orbital gap (spin up / spin down)	7.6 / 8.7	eV
relative energy (zero: lowest compared OMol25 entry of this formula, charge and spin)	0.00	kcal per mole
total charge	0

Structure (XYZ):
```
73
Properties=species:S:1:pos:R:3:forces:R:3:lowdin_charge:R:1
Ce -0.057622 0.060164 0.252019 0.057 -0.099 0.433 0.15
Cl -1.748396 4.598636 3.490293 0.318 -0.128 -0.166 0.61
Cl -0.274663 0.611215 -2.366983 -0.011 -0.021 0.272 0.10
Cl 0.417430 -1.837344 2.116683 -0.306 0.635 -0.458 0.11
Cl 1.147523 4.383367 3.795275 -0.293 -0.094 -0.296 0.61
Cl -0.037279 4.708871 1.135671 -0.060 0.112 0.454 0.62
P -2.783778 -0.732232 -0.485998 0.790 -0.130 0.380 0.97
P 2.816215 0.194111 -0.341345 -0.306 -0.196 0.325 1.00
O -0.676218 1.797736 3.643589 0.557 0.863 -1.644 0.06
O -0.047659 1.878902 1.460086 -0.234 1.199 1.571 -0.35
C 3.213790 1.173455 2.243408 0.193 0.021 0.008 -0.10
C -3.163000 1.921302 0.468930 0.103 0.180 0.093 -0.10
C 3.817170 -1.231830 1.875988 -0.133 -0.024 0.068 -0.12
C -3.121478 -1.642129 -2.063693 -0.013 0.488 0.125 -0.53
C -2.853330 -3.003713 1.090744 0.100 -0.010 0.159 -0.12
C 3.346597 -1.177765 -1.457655 0.089 0.368 -0.184 -0.53
C 4.830628 -1.080120 -1.814098 0.161 -0.208 -0.239 -0.11
C -3.535019 -0.849274 2.212015 -0.099 -0.105 0.054 -0.10
C -1.973164 -2.615739 -2.374589 -0.115 -0.074 -0.111 -0.14
C -0.249769 3.990667 2.757309 0.106 -0.453 -0.521 -1.47
C 2.908001 -2.576962 -0.982814 -0.106 -0.155 0.009 -0.12
C -5.012204 0.955474 -1.006701 0.018 0.441 -0.069 -0.11
C 3.798579 0.162593 1.241626 0.471 0.173 -0.541 -0.52
C 4.586218 2.374883 -0.999407 -0.056 0.222 -0.183 -0.11
C -3.513398 0.955712 -0.684239 -0.152 -0.351 -0.472 -0.53
C 3.204543 1.765313 -1.258970 0.090 -0.334 -0.090 -0.52
C 2.085992 2.793342 -1.020740 0.055 0.001 -0.043 -0.16
C -3.573432 -1.659974 0.910536 -0.611 0.159 -0.639 -0.53
C -0.334565 2.411009 2.641282 -0.479 -1.084 0.834 -0.70
C -4.508518 -2.284424 -2.121070 -0.081 -0.172 -0.276 -0.12
H 4.823989 0.466220 0.951376 -0.315 -0.092 0.340 0.10
H -5.352659 1.998634 -0.997175 -0.129 -0.192 -0.047 0.08
H -5.306951 -1.609747 -1.792724 0.188 -0.177 -0.011 0.06
H 4.290939 -1.160036 2.865403 0.030 -0.078 -0.275 0.09
H -4.565673 -3.208652 -1.534657 0.035 0.170 -0.035 0.08
H -3.098397 -0.830395 -2.813143 0.068 -0.237 0.196 0.11
H 2.769960 -0.951683 -2.373507 0.137 0.022 0.317 0.10
H -4.714292 -2.541976 -3.168610 -0.040 -0.077 0.217 0.08
H 5.032488 -0.201958 -2.437862 -0.005 -0.134 0.136 0.07
H -3.885859 -1.492271 3.032753 0.055 0.224 -0.171 0.09
H -4.177083 0.041268 2.171646 0.235 -0.231 0.033 0.08
H 4.718186 3.178347 -1.738984 0.128 -0.122 0.243 0.08
H -2.507420 -0.548921 2.472053 -0.241 -0.027 -0.028 0.06
H 5.410756 1.664466 -1.126803 -0.183 0.115 0.093 0.06
H -5.211997 0.555509 -2.006263 0.014 0.009 0.218 0.07
H -1.689561 -3.218334 -1.502455 -0.102 0.117 -0.228 0.06
H 2.189292 -2.550195 -0.153352 0.187 -0.010 -0.176 0.02
H 5.119945 -1.966358 -2.391158 0.051 0.138 0.050 0.08
H 4.345109 -1.981272 1.271917 -0.090 0.246 0.170 0.07
H -2.970592 1.302173 -1.588106 -0.258 -0.170 0.378 0.08
H -0.027809 -1.599327 -0.646356 -0.063 -0.678 -0.451 -0.07
H -1.779021 -2.829657 1.267851 -0.399 -0.184 -0.123 0.00
H -5.603096 0.400362 -0.269040 0.104 0.074 -0.075 0.08
H 1.874093 2.943331 0.049096 0.152 -0.039 -0.339 0.03
H -3.249639 -3.498190 1.989919 0.052 0.042 -0.266 0.09
H -1.087607 -2.064809 -2.705152 -0.161 -0.120 0.120 0.03
H 2.785608 -1.569350 2.044721 0.449 -0.024 -0.053 -0.02
H 2.161446 0.947987 2.472998 0.289 0.052 -0.050 0.06
H -4.619877 -1.818108 0.585637 0.260 -0.105 0.428 0.10
H -2.973313 -3.684272 0.236739 -0.003 0.232 0.225 0.07
H -2.499011 1.513674 1.253042 -0.408 0.069 -0.331 0.04
H 3.766796 -3.187202 -0.672039 -0.192 0.198 -0.026 0.08
H 3.293990 2.213582 1.896502 -0.111 -0.260 0.075 0.07
H -4.083679 2.261318 0.967335 0.358 -0.112 -0.042 0.09
H 4.650366 2.833601 -0.003515 0.002 -0.179 -0.181 0.08
H -2.653117 2.802469 0.055051 -0.173 -0.118 0.209 0.09
H 2.401234 3.755444 -1.439872 -0.132 -0.032 0.065 0.09
H 3.775619 1.083776 3.185438 -0.166 0.118 -0.221 0.09
H 3.167535 1.439497 -2.316672 -0.056 0.164 0.344 0.11
H -2.279984 -3.296299 -3.176229 0.029 0.047 0.049 0.08
H 1.158501 2.484735 -1.526832 0.348 0.190 0.251 0.00
H 2.409975 -3.093009 -1.813912 0.170 0.019 0.207 0.08
H 5.481652 -1.029646 -0.932223 -0.168 -0.069 -0.087 0.08
```
Positions in Å, forces in eV/Å.

[2]
Here is a molecular structure, C4H7NO3 from the Open Molecules 2025 dataset. Energies are from ωB97M-V with the def2-TZVPD basis set.

Values from the calculation:
highest occupied orbital energy	-8.7	eV
LUMO energy	-0.72	eV
orbital gap	8.0	eV
relative energy (zero: lowest compared OMol25 entry of this formula, charge and spin)	113.78	kcal per mole
total charge	0

Structure (XYZ):
```
15
Properties=species:S:1:pos:R:3:forces:R:3:nbo_charge:R:1
O 2.175083 -1.469220 -0.346074 -0.446 0.829 -0.200 -0.55
O 0.973277 1.896328 -0.325024 0.224 -1.622 0.461 -0.61
O -0.147208 -1.791364 1.062573 -0.006 0.033 -0.205 -0.66
N -1.630726 1.109298 -0.509609 -0.196 -0.009 0.159 -0.84
C 0.714654 0.892983 0.364056 -2.709 1.907 0.722 0.29
C -0.835898 0.392893 0.459993 1.078 1.418 -0.056 -0.21
C 1.417571 -0.599359 -0.704462 -0.286 -2.091 -0.161 0.30
C -0.452784 -0.958952 0.055430 1.980 -0.076 -0.302 0.25
H 1.226061 0.588725 1.290368 0.477 -0.335 -0.499 0.19
H 1.480319 -0.115922 -1.700098 0.139 0.177 0.150 0.15
H -1.062427 1.838295 -0.944521 0.027 -0.136 0.185 0.39
H -0.779900 -1.357399 -0.902065 -0.115 -0.038 -0.011 0.21
H 0.517868 -2.444451 0.772282 -0.124 0.176 0.010 0.51
H -2.424779 1.559492 -0.069376 0.103 -0.115 -0.119 0.37
H -1.171111 0.458654 1.496528 -0.145 -0.120 -0.135 0.21
```
Positions in Å, forces in eV/Å.